Computed, not measured: 5 unconnected molecules or ions with the total composition C36H67ClF2N2O14S at a distorted geometry, with the ωB97M-V functional and the def2-TZVPD basis.

Results
Highest occupied orbital energy ... -0.3413 hartree
Orbital gap ... 8.41 eV
Strongest force on any atom ... 9.1 eV/Å
Calculated total energy ... -3632.42519 Eh
Total charge ... 0
SMILES string ... CCNCO[C@H](OCCOCC)[C@](CCF)(CCCC(=O)O)O[C@](Cl)(CCCF)N=C=S.CCOC(C)=O.CCOC(C)=O.CCOC(C)=O.CCOC(C)=O

Last column: Mulliken charge in e.
CARTESIAN COORDINATES (ANGSTROEM)
C 4.931107 0.933699 4.755384  -1.031
C 4.115017 1.649200 3.482759  -0.220
N 2.685196 1.994185 3.872664  -0.246
C 2.004382 2.820013 2.760730  0.492
O 0.664426 2.227808 2.586194  -0.438
C 0.084411 2.620346 1.258706  -1.035
O -1.048362 3.508726 1.559876  0.116
C -1.281012 4.509803 0.510589  0.167
C -2.656206 5.340122 0.977971  -0.411
O -2.540248 6.796454 0.810913  -0.434
C -1.557962 7.393412 1.728099  -0.138
C -1.901530 7.214123 3.325332  -0.651
C -0.350101 1.276675 0.358121  0.707
C 0.343124 -0.106472 0.848403  0.203
C 0.468355 -1.310197 -0.244556  -0.150
F -0.600787 -1.401515 -1.253948  -0.381
C 0.308668 1.618823 -1.146046  -0.887
C 1.942264 1.573277 -1.182469  0.422
C 2.625362 2.696785 -2.208731  -0.210
C 4.073473 3.192860 -1.549713  0.320
O 5.260224 2.915484 -2.155926  -0.548
O 4.176844 3.922665 -0.252711  -0.427
O -1.777103 1.301523 0.153981  -0.425
C -2.633258 0.655347 1.101392  0.596
Cl -2.303703 0.828651 2.901890  -0.142
C -2.924098 -0.970043 0.831183  0.138
C -4.286643 -1.501279 1.611485  -0.429
C -5.628624 -1.533321 0.663252  -0.173
F -6.692351 -2.393828 1.265777  -0.340
N -4.032655 1.287267 0.895314  -0.521
C -4.112849 1.787993 -0.383526  0.312
S -4.265681 2.029923 -2.082947  -0.170
H 4.482199 -0.104136 5.058365  0.271
H 4.934620 1.668192 5.666205  0.302
H 6.051419 0.769847 4.399593  0.306
H 4.752208 2.571098 3.122266  0.229
H 4.049793 0.788583 2.658564  0.183
H 2.636239 2.564663 4.745714  0.324
H 2.001041 3.929260 3.135739  0.175
H 2.710118 2.719173 1.828143  -0.492
H 0.903111 3.275461 0.743029  0.438
H -1.531675 4.078722 -0.547962  -0.020
H -0.342304 5.201818 0.411284  0.197
H -3.528662 4.993620 0.240353  0.179
H -3.001263 4.991957 2.048939  0.192
H -0.447198 7.057860 1.552364  0.152
H -1.576158 8.567107 1.510803  0.307
H -1.310578 7.985854 3.982528  0.338
H -1.539601 6.113786 3.614436  -0.004
H -3.072094 7.210323 3.559856  0.230
H 1.460386 0.166316 1.172955  -0.084
H -0.126828 -0.596005 1.825951  0.534
H 1.506219 -1.334480 -0.828229  -0.335
H 0.448981 -2.333845 0.369391  0.359
H -0.223973 1.011608 -2.010896  0.257
H 0.005134 2.756870 -1.342154  0.201
H 2.401026 0.531534 -1.515174  0.129
H 2.375107 1.799810 -0.119444  -0.513
H 2.923204 2.133679 -3.211601  0.247
H 1.921459 3.624139 -2.388575  0.337
H 4.528616 3.253683 0.410445  0.298
H -1.988802 -1.641373 1.040922  0.061
H -3.191303 -1.028206 -0.330889  0.116
H -4.086638 -2.597676 1.980432  0.352
H -4.559237 -0.865842 2.566940  0.203
H -5.411943 -1.784473 -0.473486  0.245
H -6.070663 -0.432328 0.666437  0.171
O 0.036218 4.158018 5.690429  -0.587
C -1.067301 3.770938 6.070789  0.836
O -1.924489 4.627896 6.666180  -0.387
C -3.295223 4.324087 6.984567  -0.343
C -3.395308 3.605542 8.316039  -0.983
C -1.443725 2.322403 5.963462  -0.492
H -3.774782 3.773280 6.169787  0.293
H -3.816723 5.284626 7.056392  0.345
H -2.872101 2.646156 8.296935  0.272
H -4.441220 3.423906 8.578396  0.361
H -2.930939 4.202195 9.108131  0.302
H -1.019161 1.777948 6.809534  0.292
H -1.029558 1.924473 5.031811  -0.248
H -2.518596 2.148436 5.916795  0.366
O 3.739530 -3.270636 -0.235882  -0.605
C 3.658371 -3.623324 -1.411162  0.826
O 2.452167 -3.751610 -2.004668  -0.312
C 2.253655 -3.982994 -3.411664  -0.465
C 2.352850 -5.460735 -3.736598  -0.644
C 4.890621 -4.005253 -2.177424  -1.107
H 2.935858 -3.371769 -4.010191  0.413
H 1.241970 -3.632927 -3.643403  0.384
H 3.343614 -5.859230 -3.503962  0.239
H 2.149353 -5.636893 -4.796462  0.387
H 1.634874 -6.032386 -3.139297  -0.045
H 5.154654 -5.037993 -1.940237  0.283
H 5.707404 -3.343343 -1.873124  0.336
H 4.792169 -3.889892 -3.256677  0.323
O 3.378856 -1.980055 -6.191825  -0.599
C 2.336452 -1.930354 -6.842349  0.874
O 1.908931 -3.009781 -7.532060  -0.363
C 0.624657 -3.113730 -8.174257  -0.372
C 0.657555 -2.487957 -9.555005  -0.979
C 1.571148 -0.644674 -6.955506  -0.925
H -0.165670 -2.699442 -7.541027  0.334
H 0.412740 -4.183956 -8.271543  0.334
H 0.884003 -1.419743 -9.508400  0.275
H -0.304281 -2.615905 -10.059242  0.358
H 1.440564 -2.949901 -10.165372  0.299
H 2.024022 -0.024982 -7.732301  0.265
H 1.627785 -0.121644 -5.995773  0.153
H 0.510325 -0.780018 -7.165566  0.355
O 0.746873 -7.938745 -2.690979  -0.601
C -0.128694 -7.558587 -1.915660  0.693
O -1.302450 -8.221112 -1.832033  -0.350
C -2.314672 -7.969213 -0.839795  -0.395
C -3.214724 -6.824693 -1.263022  -0.835
C 0.055539 -6.301212 -1.117829  -0.919
H -1.867409 -7.812903 0.146488  0.371
H -2.911108 -8.884982 -0.766384  0.295
H -2.657281 -5.890330 -1.366725  0.182
H -4.013319 -6.671635 -0.531876  0.352
H -3.664792 -7.033326 -2.239215  0.295
H -0.196170 -5.440771 -1.741374  0.235
H 1.104776 -6.233892 -0.813810  0.304
H -0.529480 -6.272485 -0.198745  0.373

Force components x, y, z for each atom (eV/Å):
C 0.243 0.604 -0.753
C 0.433 -1.512 0.861
N 0.539 1.386 -1.379
C 1.260 -0.589 1.625
O 0.781 1.408 -2.644
C 0.416 0.516 1.697
O 1.321 -0.603 -1.968
C -0.991 0.844 0.032
C -0.330 -1.007 -0.839
O 1.325 -1.402 1.586
C 0.126 1.938 1.034
C -0.038 -1.719 -0.190
C 2.275 0.566 -1.165
C 0.409 -0.480 0.857
C 1.007 -1.292 0.276
F 1.579 0.447 1.748
C -0.691 1.282 -0.287
C 0.737 0.101 -0.096
C 0.761 -0.307 0.585
C 6.356 -1.271 -2.429
O -8.074 1.667 3.853
O -0.835 -2.857 -1.902
O 0.533 -1.396 1.900
C -1.914 -1.357 -0.737
Cl 0.229 0.215 -1.285
C -0.896 0.421 -1.094
C -0.310 -0.722 0.403
C -0.063 1.697 0.261
F 2.443 1.486 -1.387
N 1.068 2.882 -7.620
C 0.081 -2.918 2.132
S 0.303 -0.405 5.541
H 0.704 2.138 -0.641
H -0.003 -1.474 -1.635
H -2.368 0.334 0.830
H -1.157 -1.700 0.523
H 0.191 2.149 1.463
H 0.316 -0.717 -0.990
H -0.543 -1.875 -1.051
H -1.719 0.203 1.406
H -1.495 -1.369 0.434
H 0.604 0.393 2.023
H -1.738 -1.114 0.222
H 1.928 0.968 1.572
H 1.014 0.858 -1.930
H -2.175 0.320 0.155
H -0.103 -2.651 0.187
H -1.266 -1.493 -1.385
H -0.662 2.445 -0.330
H 2.598 0.412 -0.669
H -2.493 -0.593 -0.768
H 0.809 1.507 -2.107
H -2.469 0.293 1.171
H -0.090 2.211 -1.473
H 1.281 0.955 2.007
H 0.643 -2.423 0.345
H -1.217 2.146 0.794
H -0.960 -0.453 -1.882
H -0.624 1.641 2.137
H 1.497 -1.877 0.385
H -0.288 1.122 -1.268
H -1.889 1.465 -0.271
H 0.925 0.125 2.408
H -0.385 2.076 -0.750
H 0.758 -1.234 -2.015
H -0.577 -0.134 2.539
H 0.756 -2.443 0.009
O -2.056 -0.254 0.812
C 1.660 0.265 -0.442
O 0.230 0.443 -0.326
C -0.021 -0.177 0.148
C 0.143 -0.132 0.138
C -0.338 -0.304 -0.583
H 0.155 -0.033 0.075
H 0.357 -0.053 -0.125
H -0.130 0.041 -0.060
H 0.096 0.038 -0.034
H -0.138 0.001 -0.151
H -0.035 0.053 -0.058
H 0.225 0.150 0.291
H 0.041 0.006 0.223
O -0.674 -0.452 -1.952
C 0.233 0.147 1.434
O -0.120 0.491 0.658
C 0.272 -0.264 -0.481
C -0.035 -0.023 0.225
C 0.386 0.497 -0.453
H 0.002 -0.060 0.142
H 0.130 0.080 0.341
H -0.042 0.068 -0.115
H 0.016 0.046 0.100
H 0.267 0.164 -0.354
H -0.038 0.093 -0.018
H -0.167 -0.265 0.171
H -0.089 -0.209 0.057
O -1.894 -0.358 -1.193
C 1.543 0.072 0.693
O 0.284 -0.262 0.485
C -0.073 0.132 -0.234
C 0.135 0.160 -0.109
C -0.574 0.204 0.456
H 0.152 0.070 -0.040
H 0.292 0.163 0.199
H -0.124 -0.072 0.025
H 0.098 -0.009 0.063
H -0.170 -0.033 0.121
H -0.039 -0.058 0.076
H 0.243 -0.053 -0.254
H 0.112 0.012 -0.206
O -1.936 0.190 1.370
C 1.075 -0.389 -1.124
O 0.344 -0.444 -0.154
C -0.129 0.224 -0.011
C 0.013 0.184 -0.137
C 0.276 -0.034 0.749
H 0.041 0.073 -0.155
H 0.333 0.048 -0.195
H -0.040 -0.062 0.120
H 0.075 -0.035 -0.072
H 0.028 -0.073 0.192
H 0.029 -0.029 0.085
H -0.173 0.098 -0.293
H -0.135 0.090 -0.176